Entry from the OMol25 dataset: 10 unconnected molecules or ions with the total composition C37H58N9O15 in a non-equilibrium geometry (ωB97M-V/def2-TZVPD).

Last columns: bonded neighbours and bond lengths (Å).
Geometry (Å):
1 C -56.01681 28.07876 25.06567  O2 1.268, O3 1.345, O4 1.184
2 O -57.07564 28.42702 24.46223  C1 1.268
3 O -55.02769 27.78843 24.20188  C1 1.345, H5 0.874
4 O -55.79849 27.96650 26.22374  C1 1.184
5 H -55.21010 27.93334 23.35909  O3 0.874
6 C -60.78454 29.03197 20.27117  C7 1.552, C11 1.387, H15 0.986
7 C -59.94313 29.43939 19.03248  C6 1.552, C8 1.565, H16 1.020
8 C -58.39503 29.21402 19.01051  C7 1.565, C9 1.595, H17 1.048
9 C -57.71221 28.52861 20.27851  C8 1.595, C10 1.587, N12 1.409
10 C -58.63758 28.00158 21.45524  C9 1.587, C11 1.574, H18 1.132
11 C -60.15256 28.41224 21.33916  C6 1.387, C10 1.574, H19 1.139
12 N -56.32623 28.27595 20.26018  C9 1.409, O13 1.213, O14 1.236
13 O -55.65494 28.44567 19.26478  N12 1.213
14 O -55.74110 27.68258 21.17334  N12 1.236
15 H -61.70361 29.38330 20.33543  C6 0.986
16 H -60.31303 29.88068 18.19073  C7 1.020
17 H -57.81983 29.61513 18.23178  C8 1.048
18 H -57.87647 27.66039 22.22099  C10 1.132
19 H -60.82995 27.96284 22.13708  C11 1.139
20 C -59.65314 32.29390 26.24046  C21 1.502, C25 1.451, H29 0.912
21 C -58.60034 31.23473 26.40451  C20 1.502, C22 1.530, H30 1.184
22 C -57.43591 31.48056 27.36560  C21 1.530, C23 1.527, H31 1.115
23 C -57.38041 32.76352 28.19271  C22 1.527, C24 1.549, N26 1.461
24 C -58.47425 33.83086 27.94146  C23 1.549, C25 1.486, H32 1.030
25 C -59.48367 33.58560 26.87945  C20 1.451, C24 1.486, H33 1.078
26 N -56.29644 33.03067 29.13467  C23 1.461, O27 1.273, O28 1.261
27 O -55.43290 33.94013 28.91415  N26 1.273
28 O -56.16435 32.15144 30.02868  N26 1.261
29 H -60.38812 32.08749 25.74084  C20 0.912
30 H -58.60873 30.17831 25.86915  C21 1.184
31 H -56.71806 30.65406 27.57663  C22 1.115
32 H -58.49123 34.72348 28.45495  C24 1.030
33 H -60.29236 34.24964 26.62190  C25 1.078
34 C -55.74318 27.73369 31.19685  C35 1.582, C39 1.387, H43 1.245
35 C -56.06102 26.51219 32.14995  C34 1.582, C36 1.550, H44 1.002
36 C -55.80426 25.18124 31.39830  C35 1.550, C37 1.529, H45 1.074
37 C -55.66447 25.08357 29.87844  C36 1.529, C38 1.516, N40 1.482
38 C -55.60729 26.37808 29.09079  C37 1.516, C39 1.509, H46 1.091
39 C -55.38000 27.65598 29.86071  C34 1.387, C38 1.509, H47 1.136
40 N -55.37987 23.73762 29.32686  C37 1.482, O41 1.295, O42 1.170
41 O -55.71465 22.70607 30.03482  N40 1.295
42 O -55.04581 23.65432 28.20838  N40 1.170
43 H -55.73772 28.86146 31.72379  C34 1.245
44 H -56.35119 26.55832 33.10781  C35 1.002
45 H -55.92440 24.28187 31.97377  C36 1.074
46 H -55.53304 26.36803 28.00269  C38 1.091
47 H -55.05496 28.63273 29.37923  C39 1.136
48 C -54.33574 32.45828 21.94679  O49 1.220, N50 1.250, H53 1.138
49 O -54.02255 33.21484 21.04282  C48 1.220
50 N -55.51319 32.04601 22.02781  C48 1.250, C51 1.431, C52 1.544
51 C -55.87937 30.83037 22.68779  N50 1.431, H54 1.028, H55 1.115, H56 0.965
52 C -56.57667 32.48140 20.99724  N50 1.544, H57 1.036, H58 1.120, H59 0.993
53 H -53.65020 31.98128 22.72006  C48 1.138
54 H -56.87069 30.56045 22.70639  C51 1.028
55 H -56.10695 30.92667 23.77501  C51 1.115
56 H -55.22666 30.13103 22.56262  C51 0.965
57 H -56.84589 33.48024 20.93791  C52 1.036
58 H -57.58132 32.17234 21.38318  C52 1.120
59 H -56.42074 32.13228 20.08112  C52 0.993
60 C -56.16506 24.57538 22.23335  O61 1.217, N62 1.356, H65 1.106
61 O -55.54858 24.08187 21.30755  C60 1.217
62 N -57.40108 24.15045 22.59267  C60 1.356, C63 1.394, C64 1.438
63 C -58.13632 24.62302 23.67872  N62 1.394, H66 1.279, H67 1.136, H68 1.047
64 C -58.14577 23.17824 21.83823  N62 1.438, H69 0.907, H70 1.146, H71 1.273
65 H -55.85437 25.39903 22.90222  C60 1.106
66 H -58.60759 25.68764 23.14954  C63 1.279
67 H -57.45855 25.25867 24.33180  C63 1.136
68 H -58.70884 23.89118 24.16165  C63 1.047
69 H -58.98707 22.84400 21.77716  C64 0.907
70 H -57.54659 22.29310 21.42618  C64 1.146
71 H -58.01851 23.60234 20.64472  C64 1.273
72 C -52.66984 30.29891 28.10247  O73 1.313, N74 1.281, H77 0.940
73 O -52.25256 30.52373 29.32671  C72 1.313
74 N -51.89709 29.65872 27.30632  C72 1.281, C75 1.419, C76 1.484
75 C -52.46709 29.15917 26.10694  N74 1.419, H78 1.105, H79 1.019, H80 1.111
76 C -50.41729 29.61119 27.40534  N74 1.484, H81 1.016, H82 1.074, H83 0.963
77 H -53.54003 30.37938 27.75528  C72 0.940
78 H -53.28921 29.67149 25.57551  C75 1.105
79 H -52.97652 28.29734 26.29619  C75 1.019
80 H -51.58534 29.08470 25.43540  C75 1.111
81 H -50.24645 28.73599 27.89134  C76 1.016
82 H -50.19327 30.38376 28.11744  C76 1.074
83 H -49.98275 29.83052 26.57407  C76 0.963
84 C -52.49050 27.82957 19.58386  O85 1.266, N86 1.309, H89 1.150
85 O -52.10010 27.81270 18.37993  C84 1.266
86 N -51.89802 28.61966 20.44296  C84 1.309, C87 1.567, C88 1.510
87 C -52.58613 28.68872 21.84909  N86 1.567, H90 1.145, H91 0.963, H92 1.078
88 C -50.76111 29.55975 20.11874  N86 1.510, H93 1.134, H94 1.031, H95 1.157
89 H -53.36215 27.08913 19.70567  C84 1.150
90 H -51.82771 29.14126 22.57735  C87 1.145
91 H -52.99254 27.81568 21.85712  C87 0.963
92 H -53.36338 29.43123 21.76771  C87 1.078
93 H -50.91794 30.11357 19.14173  C88 1.134
94 H -49.81308 29.17270 19.99867  C88 1.031
95 H -50.74571 30.37174 20.94276  C88 1.157
96 C -58.52146 25.46885 27.07706  O97 1.233, N98 1.319, H101 1.177
97 O -58.18572 24.58029 27.86312  C96 1.233
98 N -59.77876 25.63162 26.71148  C96 1.319, C99 1.495, C100 1.428
99 C -60.25781 26.92192 26.12800  N98 1.495, H102 0.993, H103 0.970, H104 0.959
100 C -60.71381 24.66884 27.19833  N98 1.428, H105 0.940, H106 1.047, H107 1.019
101 H -57.92064 26.38823 26.65413  C96 1.177
102 H -60.96229 26.76972 25.44439  C99 0.993
103 H -59.52008 27.46887 25.81554  C99 0.970
104 H -60.86878 27.26121 26.78478  C99 0.959
105 H -61.57596 24.70794 26.82573  C100 0.940
106 H -60.72402 24.81099 28.23570  C100 1.047
107 H -60.25822 23.76121 27.11330  C100 1.019
108 C -52.01163 23.18052 24.23161  O109 1.229, N110 1.349, H113 1.114
109 O -53.08632 22.59404 24.12661  C108 1.229
110 N -51.81302 24.51384 24.26966  C108 1.349, C111 1.449, C112 1.408
111 C -50.55296 25.22990 24.24689  N110 1.449, H114 1.199, H115 1.176, H116 1.158
112 C -53.00002 25.25028 24.44926  N110 1.408, H117 1.137, H118 1.227, H119 1.219
113 H -51.02255 22.66891 24.25353  C108 1.114
114 H -50.52461 26.42627 24.31506  C111 1.199
115 H -50.05075 25.04286 23.19980  C111 1.176
116 H -49.75228 24.84821 24.99149  C111 1.158
117 H -53.35244 25.63175 23.43823  C112 1.137
118 H -52.85694 26.33507 25.00410  C112 1.227
119 H -53.71167 24.85021 25.35479  C112 1.219

**Charge**: -1
**HOMO-LUMO gap**: 6.81 eV
**M**: 868.92 g mol⁻¹
**ΔE to the lowest compared entry with this formula, charge and spin**: 114.9 kcal per mole
**HOMO**: -6.61 eV
**E_tot**: -83404.1604 eV